Version 1
This record from OMol25 describes 4 unconnected molecules or ions with the total composition C3H15NO3. The level of theory is the ωB97M-V functional and the def2-TZVPD basis.

Atoms and positions in Å:
C: -0.292 0.143 -2.893
C: 0.872 0.180 -1.859
N: 0.463 -0.169 -0.511
C: -0.808 0.372 -0.044
H: -0.939 0.992 -2.714
H: 0.133 0.036 -3.904
H: -0.764 -0.836 -2.664
H: 1.781 -0.380 -2.125
H: 1.313 1.179 -1.887
H: 0.562 -1.119 -0.194
H: -0.894 1.457 -0.171
H: -0.924 0.206 1.029
H: -1.698 -0.153 -0.467
O: 0.980 -1.031 2.271
H: 0.519 -0.200 2.203
H: 1.213 -1.329 3.150
O: -2.718 -1.746 1.640
H: -1.865 -1.936 1.226
H: -2.984 -2.522 2.119
O: 1.985 2.586 1.767
H: 2.047 2.536 2.708
H: 2.018 1.734 1.320

Its structure (SMILES) is CCNC.O.O.O. The HOMO energy is -8.43 eV. Its charge is 0. The HOMO-LUMO gap comes out at 8.9 eV.

And the Löwdin charges, in e, turn out to be:
1 C -0.096
2 C -0.300
3 N -0.142
4 C -0.151
5 H 0.060
6 H 0.069
7 H 0.076
8 H 0.109
9 H 0.096
10 H 0.088
11 H 0.092
12 H 0.045
13 H 0.082
14 O -0.050
15 H 0.001
16 H 0.042
17 O -0.055
18 H 0.022
19 H 0.026
20 O -0.051
21 H 0.016
22 H 0.020

=====

Version 2
This record from OMol25 describes 4 unconnected molecules or ions with the total composition C3H15NO3. The level of theory is the ωB97M-V functional and the def2-TZVPD basis.

Atoms and positions in Å:
C: -0.820 -2.131 0.444
C: -1.922 -2.097 -0.722
N: -1.982 -0.729 -1.294
C: -3.333 -0.514 -1.888
H: -1.250 -1.397 1.084
H: 0.087 -1.809 -0.040
H: -0.701 -3.194 0.677
H: -2.882 -2.270 -0.229
H: -1.732 -2.871 -1.468
H: -1.313 -0.658 -2.049
H: -4.007 -0.086 -1.048
H: -3.134 0.400 -2.422
H: -3.917 -1.185 -2.552
O: 4.310 4.240 -0.454
H: 3.647 4.237 -1.168
H: 4.563 3.310 -0.593
O: 3.905 -3.045 0.955
H: 4.384 -2.681 0.193
H: 3.901 -3.946 0.596
O: 0.393 5.709 3.828
H: 1.294 5.524 3.509
H: 0.509 5.193 4.640

Its structure (SMILES) is CCNC.O.O.O. The HOMO energy is -9.13 eV. Its charge is 0. The HOMO-LUMO gap comes out at 9.8 eV.

And the Löwdin charges, in e, turn out to be:
1 C -0.078
2 C -0.297
3 N -0.138
4 C -0.167
5 H 0.054
6 H 0.049
7 H 0.066
8 H 0.096
9 H 0.097
10 H 0.089
11 H 0.100
12 H 0.051
13 H 0.078
14 O -0.077
15 H 0.039
16 H 0.038
17 O -0.071
18 H 0.036
19 H 0.035
20 O -0.073
21 H 0.040
22 H 0.033

=====

So which one is most stable? That would be version 1, about 0.750 eV below the next structure.

=====

Version 1
This record from OMol25 describes C4H7N3S in the gas phase. The level of theory is the ωB97M-V functional and the def2-TZVPD basis.

Atoms and positions in Å:
H: -2.080 1.825 0.784
N: -2.461 0.946 0.509
C: -1.609 0.189 -0.055
N: -1.881 -1.085 -0.482
C: -0.132 0.571 -0.317
S: 0.324 2.164 -0.344
C: 0.891 -0.444 -0.282
C: 1.876 -0.318 0.850
N: 2.312 -0.133 -0.602
H: -1.360 -1.383 -1.305
H: -2.870 -1.028 -0.543
H: 0.722 -1.563 -0.336
H: 2.288 -1.183 1.349
H: 1.660 0.544 1.489
H: 2.319 0.898 -0.716

Its structure (SMILES) is [H]/N=C(/N)C(=S)[C@@H]1CN1. The HOMO energy is -9.33 eV. Its charge is 0. The HOMO-LUMO gap comes out at 8.2 eV.

And the Löwdin charges, in e, turn out to be:
1 H 0.004
2 N 0.133
3 C -0.525
4 N 0.115
5 C -0.594
6 S 0.789
7 C -0.403
8 C -0.115
9 N 0.034
10 H 0.103
11 H 0.086
12 H 0.155
13 H 0.098
14 H 0.094
15 H 0.025

=====

Version 2
This record from OMol25 describes C4H7N3S in the gas phase. The level of theory is the ωB97M-V functional and the def2-TZVPD basis.

Atoms and positions in Å:
H: -0.211 -0.979 -2.767
N: 0.132 -0.310 -2.131
C: -0.939 0.398 -1.982
N: -1.116 1.487 -1.222
C: -0.342 1.621 -0.170
N: 0.498 0.808 0.594
C: 0.381 -0.671 0.737
C: 0.752 -1.124 2.078
S: 1.684 -2.313 2.550
H: -1.887 -0.093 -2.454
H: -0.330 2.730 0.191
H: 0.945 1.337 1.296
H: 0.910 -1.317 -0.072
H: -0.601 -1.030 0.533
H: 0.124 -0.544 2.818

Its structure (SMILES) is [H]/N=C/N=C\NCC=S. The HOMO energy is -9.13 eV. Its charge is 0. The HOMO-LUMO gap comes out at 8.6 eV.

And the Löwdin charges, in e, turn out to be:
1 H 0.009
2 N 0.074
3 C -0.380
4 N 0.043
5 C -0.182
6 N 0.043
7 C -0.300
8 C -0.735
9 S 0.739
10 H 0.130
11 H 0.144
12 H 0.103
13 H 0.125
14 H 0.108
15 H 0.078

=====

So which one is most stable? That would be version 1, about 0.468 eV below the next structure.

=====

Version 1
This record from OMol25 describes C4H7N3S in the gas phase. The level of theory is the ωB97M-V functional and the def2-TZVPD basis.

Atoms and positions in Å:
C: -1.497 -0.793 2.167
C: -1.063 -0.100 1.120
N: 0.122 -0.338 0.418
C: 0.338 0.386 -0.735
N: 1.233 0.158 -1.618
N: 2.027 -0.972 -1.249
C: -0.618 1.537 -0.868
S: -1.907 1.285 0.398
H: -0.916 -1.609 2.560
H: -2.444 -0.556 2.660
H: 0.582 -1.219 0.479
H: 2.504 -1.235 -2.113
H: 2.774 -0.604 -0.649
H: -0.098 2.493 -0.683
H: -1.037 1.566 -1.885

Its structure (SMILES) is C=C1N/C(=N\N)CS1. The HOMO energy is -8.22 eV. Its charge is 0. The HOMO-LUMO gap comes out at 9.1 eV.

And the Löwdin charges, in e, turn out to be:
1 C -0.030
2 C -0.656
3 N 0.056
4 C -0.446
5 N -0.011
6 N -0.034
7 C -0.377
8 S 0.940
9 H 0.051
10 H 0.056
11 H 0.122
12 H 0.071
13 H 0.083
14 H 0.086
15 H 0.087

=====

Version 2
This record from OMol25 describes C4H7N3S in the gas phase. The level of theory is the ωB97M-V functional and the def2-TZVPD basis.

Atoms and positions in Å:
N: 2.255 -1.576 -0.276
N: 1.368 -0.518 -0.545
C: 0.773 -0.229 0.606
C: -0.132 0.939 0.670
C: -0.652 1.704 -0.514
N: -1.496 0.719 0.155
C: -2.281 -0.304 -0.392
S: -2.218 -1.873 0.074
H: 3.064 -1.620 -0.893
H: 2.165 -1.977 0.750
H: 1.167 -0.686 1.728
H: -0.110 1.408 1.572
H: -0.914 2.761 -0.276
H: -0.112 1.330 -1.437
H: -2.876 -0.078 -1.223

Its structure (SMILES) is N/N=C/[C@H]1CN1C=S. The HOMO energy is -8.23 eV. Its charge is 0. The HOMO-LUMO gap comes out at 8.8 eV.

And the Löwdin charges, in e, turn out to be:
1 N -0.065
2 N -0.007
3 C -0.176
4 C -0.249
5 C -0.063
6 N -0.107
7 C -0.669
8 S 0.591
9 H 0.076
10 H 0.121
11 H 0.174
12 H 0.096
13 H 0.120
14 H 0.129
15 H 0.031

=====

Version 3
This record from OMol25 describes C4H7N3S in the gas phase. The level of theory is the ωB97M-V functional and the def2-TZVPD basis.

Atoms and positions in Å:
H: -2.214 1.469 1.188
N: -2.596 0.600 0.756
C: -1.661 0.063 0.107
N: -1.787 -1.020 -0.736
C: -0.222 0.616 -0.003
S: 0.078 2.162 -0.460
C: 0.836 -0.391 0.250
C: 2.158 -0.016 0.715
N: 1.923 -0.483 -0.661
H: -1.097 -1.220 -1.439
H: -2.743 -1.183 -1.052
H: 0.394 -1.356 0.418
H: 2.693 -0.663 1.370
H: 2.374 1.065 0.708
H: 1.865 0.357 -1.160

Its structure (SMILES) is [H]/N=C(/N)C(=S)[C@@H]1CN1. The HOMO energy is -9.21 eV. Its charge is 0. The HOMO-LUMO gap comes out at 8.4 eV.

And the Löwdin charges, in e, turn out to be:
1 H 0.054
2 N 0.126
3 C -0.554
4 N 0.116
5 C -0.613
6 S 0.781
7 C -0.416
8 C -0.110
9 N 0.048
10 H 0.098
11 H 0.110
12 H 0.130
13 H 0.100
14 H 0.099
15 H 0.032

=====

Version 4
This record from OMol25 describes a molecular structure, C4H7N3S. The level of theory is the ωB97M-V functional and the def2-TZVPD basis.

Atoms and positions in Å:
C: -2.570 -0.772 -0.042
C: -0.093 -0.427 -0.245
C: 2.031 -0.270 0.326
C: 1.391 1.272 -0.083
H: -3.313 -1.532 0.108
H: -1.396 -2.145 -0.395
H: 2.135 -0.454 1.805
H: 3.116 -0.209 -0.383
H: 1.321 2.225 0.674
H: 1.939 1.479 -1.320
H: -0.819 1.575 0.016
N: -1.274 -1.206 -0.145
N: 0.977 -1.098 -0.097
N: -0.100 0.943 -0.301
S: -3.345 0.619 0.084

The HOMO energy is -8.59 eV. Its charge is 0. The HOMO-LUMO gap comes out at 8.8 eV.

And the Löwdin charges, in e, turn out to be:
1 C -0.736
2 C -0.452
3 C -0.255
4 C -0.153
5 H 0.032
6 H 0.120
7 H 0.185
8 H 0.144
9 H 0.127
10 H 0.167
11 H 0.061
12 N 0.068
13 N -0.003
14 N 0.032
15 S 0.663

=====

So which one is most stable? That would be version 1, about 0.783 eV below the next structure.

=====

Version 1
This record from OMol25 describes 2 unconnected molecules or ions with the total composition Cl2H4OSi2. The level of theory is the ωB97M-V functional and the def2-TZVPD basis.

Atoms and positions in Å:
O: -1.628 1.688 2.824
Si: 0.595 -1.538 -1.893
Si: -0.884 3.053 2.338
Cl: 1.905 -2.893 -1.287
Cl: 0.278 2.340 0.868
H: -1.198 0.801 2.873
H: -0.553 -2.228 -2.651
H: 0.147 -0.894 -0.497
H: 1.337 -0.329 -2.575

The HOMO energy is -9.50 eV. Its charge is 0. The HOMO-LUMO gap comes out at 9.5 eV.

And the Löwdin charges, in e, turn out to be:
1 O -0.407
2 Si 0.075
3 Si 0.182
4 Cl 0.184
5 Cl 0.170
6 H 0.054
7 H -0.088
8 H -0.092
9 H -0.079

=====

Version 2
This record from OMol25 describes a molecular structure, Cl2H4OSi2. The level of theory is the ωB97M-V functional and the def2-TZVPD basis.

Atoms and positions in Å:
O: -1.074 0.083 -1.919
Si: 1.724 0.053 0.695
Si: -1.034 0.001 -0.293
Cl: -1.982 1.699 0.434
Cl: -2.141 -1.565 0.516
H: -1.618 -0.586 -2.427
H: 1.372 -0.730 2.017
H: 3.039 -0.422 0.309
H: 1.714 1.466 0.671

The HOMO energy is -9.10 eV. Its charge is 0. The HOMO-LUMO gap comes out at 8.6 eV.

And the Löwdin charges, in e, turn out to be:
1 O -0.296
2 Si 0.584
3 Si -0.383
4 Cl 0.233
5 Cl 0.215
6 H 0.088
7 H -0.104
8 H -0.158
9 H -0.178

=====

So which one is most stable? That would be version 2, about 0.246 eV below the next structure.